13
Properties=species:S:1:pos:R:3:forces:R:3:mulliken_charge:R:1 method="wB97M-V/def2-TZVPD" e_homo_ha=-0.36881 de_lowest_kcal_mol=109.3 smiles="CN(N=O)C(O)O" lumo_energy_ev=-0.43 orbital_gap_ev=9.60 mol_weight_da=106.1
C 1.50929 0.13220 0.04441 1.143 0.387 0.286 -0.93
N 0.13094 0.33738 0.48313 -0.055 0.960 -0.264 -0.14
N -0.38916 1.70044 0.12699 2.488 1.390 2.237 0.07
O 0.31275 2.60059 0.51957 -1.299 -2.039 -1.015 -0.34
C -0.80823 -0.44364 -0.25275 -2.276 0.633 -3.316 0.53
O -0.37691 -1.66422 -0.77124 0.341 0.240 0.422 -0.50
O -1.99694 -0.70525 0.44934 0.636 0.659 0.884 -0.54
H 1.69075 0.55783 -0.95322 -0.177 -0.153 0.083 0.35
H 1.79220 -0.92534 0.02583 -0.516 0.224 0.063 0.37
H 2.20708 0.62647 0.72799 -0.311 0.001 -0.042 0.28
H -1.08559 0.31535 -1.10919 0.045 -2.110 0.774 0.23
H -1.11624 -2.26805 -0.59605 0.340 0.124 -0.031 0.33
H -1.86994 -0.26375 1.30518 -0.359 -0.315 -0.081 0.30

***

14
Properties=species:S:1:pos:R:3:forces:R:3:mulliken_charge:R:1 method="wB97M-V/def2-TZVPD" spin_multiplicity=3 e_homo_ha="-0.02061 / -0.16213" charge=-1 de_lowest_kcal_mol=3.1 lumo_energy_ev="4.02 / 1.56" orbital_gap_ev="4.58 / 5.97" mol_weight_da=137.1
C 0.35025 0.85169 -0.02445 -4.150 0.424 -7.288 0.66
C -0.39173 1.71538 -1.07661 1.046 -0.490 -0.528 -0.86
N 0.62981 1.32951 1.14547 2.240 3.571 7.811 -0.69
N -1.26803 -1.57580 0.52808 1.285 -1.305 -0.905 -0.74
O 1.15866 -2.07400 1.47625 -0.044 -0.731 -0.698 -0.54
O 0.79703 -0.29155 -0.41655 0.916 -2.263 -0.292 -0.37
O 0.85701 -2.86250 -0.83567 0.007 -0.875 -0.955 -0.69
P 0.25707 -1.96421 0.13698 -1.539 2.958 1.185 0.79
H -1.37464 1.21782 -1.39535 1.003 0.812 0.436 0.16
H 0.27285 1.74350 -2.01518 -0.961 0.097 0.791 0.19
H -0.54010 2.80043 -0.75051 -0.008 -1.494 -0.312 0.33
H 0.22379 2.27307 1.38262 0.131 -1.630 -0.573 0.23
H 0.91376 -1.44791 2.13794 -0.446 0.859 0.663 0.34
H -1.88573 -1.71544 -0.29304 0.520 0.067 0.664 0.20

***

14
Properties=species:S:1:pos:R:3:forces:R:3:mulliken_charge:R:1 method="wB97M-V/def2-TZVPD" spin_multiplicity=3 e_homo_ha="-0.40256 / -0.57464" charge=+1 de_lowest_kcal_mol=0.0 lumo_energy_ev="-3.84 / -7.46" orbital_gap_ev="7.11 / 8.18" mol_weight_da=137.1
C -4.07856 -0.14844 0.07602 -0.068 -0.037 -0.037 0.65
C 2.87505 -1.48249 0.46871 3.664 -4.315 2.557 -0.31
N -0.08879 0.31648 -1.38028 -0.170 0.173 0.064 -0.31
N 0.30523 1.41139 0.83389 -0.166 -0.091 -0.124 -0.31
O -5.16488 -0.45844 -0.04667 -1.713 -0.463 -0.155 -0.30
O -2.97647 0.15991 0.18801 1.787 0.497 0.211 -0.40
O 2.16199 -0.65012 -0.03024 -3.214 4.066 -2.326 -0.27
P 0.00561 -0.04624 0.19347 -0.161 0.467 -0.313 0.58
H 3.84608 -1.73142 0.02350 0.026 -0.004 -0.080 0.34
H 2.60355 -2.02963 1.37897 -0.006 0.019 0.040 0.30
H -0.32255 -0.38380 -2.06514 0.004 -0.164 0.009 0.25
H 0.08742 1.23133 -1.77411 -0.039 -0.052 0.004 0.25
H 0.30833 1.55035 1.83194 0.054 -0.108 0.121 0.26
H 0.43802 2.26112 0.30194 0.002 0.013 0.030 0.25

***

14
Properties=species:S:1:pos:R:3:forces:R:3:mulliken_charge:R:1 method="wB97M-V/def2-TZVPD" e_homo_ha=-0.36826 de_lowest_kcal_mol=21.5 lumo_energy_ev=-0.20 orbital_gap_ev=9.82 mol_weight_da=138.1
C 1.28158 -0.88403 1.74638 -0.423 0.908 -2.452 0.71
C -1.65499 -0.64777 -1.25111 -1.926 -0.155 -2.111 -0.75
N -0.28578 -0.21040 -1.38952 0.652 -4.073 0.140 -0.59
N 0.99412 -1.35047 0.70220 -0.663 -1.188 -1.034 -0.59
O 1.19977 1.63028 0.50663 -0.657 -0.141 -1.095 -0.44
O 1.61268 -0.14264 2.58022 0.743 0.044 3.238 -0.54
O 0.67190 2.76407 2.63701 0.136 -0.484 -0.544 -0.41
S 1.61039 2.07265 1.79311 0.605 1.409 1.306 0.73
H -2.29439 -0.35978 -2.21050 1.088 -0.596 1.923 0.26
H -1.67597 -1.76949 -1.18164 0.049 1.098 0.013 0.30
H -2.19752 -0.24115 -0.37790 0.672 -0.052 -0.348 0.28
H -0.00244 0.69588 -1.30564 0.305 3.011 0.084 0.25
H 0.25629 -0.73714 -2.09050 -0.673 0.712 0.357 0.27
H 0.48437 -0.82002 -0.15873 0.092 -0.495 0.522 0.51

***

14
Properties=species:S:1:pos:R:3:forces:R:3:mulliken_charge:R:1 method="wB97M-V/def2-TZVPD" e_homo_ha="-0.34487 / -0.34486" de_lowest_kcal_mol=169.4 lumo_energy_ev="-0.01 / -0.01" orbital_gap_ev="9.37 / 9.37" mol_weight_da=138.1
H 3.50625 1.80316 -0.40298 -2.176 -2.168 -0.065 0.26
N 2.56094 1.22467 -0.39929 1.910 3.348 -0.247 -0.72
N 2.74086 0.01531 -0.21093 1.708 1.035 0.381 1.14
O 3.78802 -0.62136 -0.13268 -0.777 -0.192 -0.043 -0.64
O 1.59517 -0.62542 -0.05112 -1.566 -2.133 0.395 -0.46
S 0.09680 0.27457 0.61473 -2.221 1.739 -0.364 0.97
C -0.79850 1.31075 -0.32173 2.327 -1.325 2.388 -0.74
C -0.95690 -1.30766 0.64633 3.694 -0.476 1.028 -0.89
O 0.59234 0.85446 1.86038 0.025 -1.279 -1.067 -0.56
H -0.32061 2.21657 -0.57441 0.316 0.968 -0.014 0.31
H -1.43592 0.85423 -0.98358 -1.288 -1.056 -1.532 0.33
H -1.41314 -1.35332 -0.32686 -0.685 0.251 -0.006 0.38
H -0.08675 -2.10267 0.59053 -1.994 1.253 0.615 0.33
H -1.56592 -1.32360 1.60144 0.727 0.036 -1.470 0.32

***

14
Properties=species:S:1:pos:R:3:forces:R:3:mulliken_charge:R:1 method="wB97M-V/def2-TZVPD" e_homo_ha=-0.40351 de_lowest_kcal_mol=179.4 smiles="C[N+](=O)[O-].C[N+](=O)[O-]" lumo_energy_ev=-0.48 orbital_gap_ev=10.50 mol_weight_da=122.1
C -34.72547 -29.24512 10.05667 0.095 -0.630 -1.085 -0.30
N -34.09991 -27.88999 9.97180 -0.067 3.513 0.851 0.81
O -33.18480 -27.55135 10.72760 -0.592 -1.969 -0.218 -0.52
O -34.56370 -27.03077 9.21626 -0.345 -1.970 0.002 -0.51
H -33.89395 -29.94504 10.13899 -0.194 -0.005 -0.046 0.32
H -35.32204 -29.39878 9.15746 0.551 0.119 -0.297 0.31
H -35.47393 -29.45148 10.82174 0.666 1.321 0.285 -0.12
C -35.75751 -31.02788 12.57256 0.936 -0.341 0.825 -0.78
N -36.86310 -31.06964 11.55819 -1.367 1.047 1.020 0.80
O -36.95438 -32.01536 10.82460 0.445 -0.434 -0.297 -0.51
O -37.68690 -30.14220 11.59347 1.375 -0.846 0.076 -0.47
H -35.02301 -31.82411 12.45160 -0.302 -0.040 -0.764 0.33
H -36.11594 -31.19903 13.58761 -0.731 0.274 -0.268 0.33
H -35.22399 -30.07741 12.56557 -0.469 -0.039 -0.085 0.31